1.
DFT (ωB97M-V/def2-TZVPD) results for a cluster of 2 separate species, H3N3O3S in total.

CARTESIAN COORDINATES (ANGSTROEM)
N (1.9142, 0.2451, 0.1851)
N (-1.6931, 0.2081, 0.5228)
N (0.7370, 0.3286, -0.2265)
O (2.8442, 0.8237, -0.2997)
O (0.0091, -1.7202, 0.9381)
O (-0.8354, -1.2560, -1.3926)
S (-0.4998, -0.8273, -0.0956)
H (-1.3841, 1.1428, 0.3539)
H (-1.5564, -0.0371, 1.5363)
H (0.4642, 1.0923, -1.5218)

Charge   0
Spin multiplicity   3
HOMO energy (spin up / spin down)   -7.43 / -11.24 eV

2.
DFT (ωB97M-V/def2-TZVPD) results for a cluster of 3 separate species, H3N3O3S2 in total.

CARTESIAN COORDINATES (ANGSTROEM)
N (-0.9663, -4.7976, -0.6851)
N (-0.8990, -4.1436, 0.1922)
N (1.9895, -0.7584, -0.3349)
O (1.6382, 0.0038, -1.1654)
O (1.9847, -1.9213, -0.3695)
O (-1.1266, -0.5807, 0.0727)
S (2.0822, 1.9336, 1.1158)
S (2.6714, 0.0338, 1.1614)
H (-0.9094, 0.3250, -0.2023)
H (-2.0848, -0.5525, 0.2096)
H (2.9597, 2.2249, 0.1734)

Charge   0
Structure (SMILES)   O=[N+]([O-])SS.N#N.O
Spin multiplicity   1
HOMO energy   -10.11 eV

Record order is preserved below.
Relative energy (zero: lowest compared OMol25 entry of this formula, charge and spin): 39.4; 0.0 kcal/mol